ORCA calculation (ωB97M-V with the def2-TZVPD basis set) on C37H63IInO18 as an isolated structure in a non-equilibrium geometry.

Geometry (Å):
C  4.7691  -1.3582  1.5720
C  4.5166  -0.9229  0.0331
C  5.6897  0.0897  -0.3852
C  5.1239  1.3398  -1.2213
C  4.3840  2.3588  -0.1982
C  3.5552  3.4519  -1.0097
C  2.1451  2.9296  -1.5683
C  1.0915  2.5650  -0.3800
In  -0.9607  3.1800  -1.1178
I  -0.8164  3.4299  -3.9401
C  -2.3488  1.4529  -0.7013
C  -3.5103  1.2580  -1.8167
C  -4.4452  0.0653  -1.2652
C  -5.9521  0.1338  -1.7664
O  -6.2320  0.6701  -2.8434
O  -6.9286  -0.4914  -0.9153
C  -6.4798  -1.8415  -0.5619
C  -5.8907  -1.9332  0.9330
C  -1.8070  5.0045  -0.0850
C  -3.0080  4.5068  1.0074
C  -2.4233  3.6318  2.2997
O  -2.9424  5.1353  2.3701
H  4.6300  -2.4846  1.6364
H  4.0266  -0.8802  2.2925
H  5.8560  -1.1456  1.8576
H  4.5102  -1.8616  -0.6137
H  3.4740  -0.4669  -0.0318
H  6.2528  0.5240  0.5148
H  6.3873  -0.5001  -1.0779
H  4.4374  1.0512  -2.0753
H  6.0137  1.9204  -1.6402
H  5.2074  2.8631  0.4228
H  3.7490  1.7556  0.5234
H  4.1308  3.8774  -1.9002
H  3.3338  4.3097  -0.2962
H  1.6753  3.8279  -2.1079
H  2.2424  2.0676  -2.2969
H  1.3965  3.0235  0.6140
H  1.1891  1.4249  -0.2461
H  -2.8586  1.6207  0.3093
H  -1.7983  0.4434  -0.6628
H  -3.0813  0.9331  -2.8265
H  -4.1073  2.2029  -2.0053
H  -4.4818  0.2111  -0.1253
H  -3.9580  -0.9640  -1.4060
H  -5.7931  -2.2903  -1.3467
H  -7.4238  -2.4965  -0.5620
H  -6.4282  -2.6748  1.5940
H  -4.7786  -2.1787  0.8153
H  -5.9194  -0.8599  1.3386
H  -1.0669  5.5906  0.5441
H  -2.3782  5.6395  -0.8317
H  -4.0600  4.1851  0.5613
H  -1.3129  3.7114  2.5214
H  -3.1515  3.2346  3.0717
C  10.4253  -2.9556  -0.4896
C  9.5595  -2.9403  -1.7283
C  10.3391  -2.8572  -3.0083
O  9.3942  -2.2618  -3.8931
C  8.5740  -1.4954  -3.1183
O  7.7935  -0.6999  -3.5452
O  8.7665  -1.7557  -1.7949
H  11.1222  -2.1125  -0.4850
H  9.8106  -2.8580  0.4059
H  10.9982  -3.8831  -0.4248
H  8.8798  -3.7992  -1.7230
H  10.6555  -3.8354  -3.3734
H  11.2108  -2.1987  -2.9441
C  -4.9428  1.5430  -6.0399
C  -4.4351  0.3929  -6.8790
C  -3.6596  -0.6256  -6.0969
O  -2.8253  -1.1987  -7.1031
C  -2.6251  -0.2254  -8.0350
O  -1.8179  -0.2891  -8.9146
O  -3.4629  0.8286  -7.8310
H  -4.1318  2.0024  -5.4686
H  -5.3592  2.3272  -6.6777
H  -5.7144  1.2080  -5.3438
H  -5.2634  -0.0648  -7.4320
H  -4.2989  -1.3822  -5.6397
H  -3.0175  -0.1859  -5.3279
C  6.2510  -3.8474  5.3211
C  6.4576  -4.4763  3.9613
C  7.6890  -5.3294  3.8734
O  7.9842  -5.2797  2.4807
C  7.5076  -4.0845  2.0304
O  7.7555  -3.6229  0.9568
O  6.7171  -3.4877  2.9655
H  7.1438  -3.3051  5.6438
H  5.4378  -3.1184  5.2853
H  6.0124  -4.6054  6.0697
H  5.5598  -5.0276  3.6608
H  7.5157  -6.3554  4.2012
H  8.5427  -4.9174  4.4199
C  -5.4122  -4.5624  5.1840
C  -5.2187  -5.1869  3.8201
C  -3.9800  -6.0279  3.7133
O  -3.7037  -5.9743  2.3168
C  -4.1966  -4.7840  1.8721
O  -3.9657  -4.3207  0.7940
O  -4.9832  -4.1937  2.8228
H  -4.5205  -4.0120  5.4950
H  -6.2331  -3.8415  5.1614
H  -5.6327  -5.3242  5.9344
H  -6.1151  -5.7468  3.5311
H  -4.1389  -7.0560  4.0418
H  -3.1229  -5.6085  4.2487
C  -5.3045  6.3603  2.8725
C  -6.7869  6.5590  2.6433
C  -7.4289  5.4523  1.8600
O  -8.5509  6.1139  1.2775
C  -8.1939  7.4211  1.1358
O  -8.8123  8.2246  0.5026
O  -7.0400  7.6897  1.8072
H  -4.7831  6.1758  1.9343
H  -4.8611  7.2610  3.3045
H  -5.1213  5.5210  3.5441
H  -7.2971  6.7280  3.5988
H  -7.7477  4.6202  2.4893
H  -6.7986  5.0699  1.0518

- gap between HOMO and LUMO (eV) = 6.61
- net charge = -1
- energy relative to the best compared isomer or geometry (same formula, charge and spin) (kcal/mol) = 116.9